#one
A molecular structure, C2H5IO. Source: the Open Molecules 2025 dataset; level of theory: the ωB97M-V functional and the def2-TZVPD basis.

Calculated values
- spin multiplicity = 1

Last column: Mulliken charge in e.
Positions of all 9 atoms, in Å:
C 0.167 -0.186 -1.007  -0.5633
C -0.171 0.339 0.274  -0.3558
O 0.754 0.675 1.106  -0.3811
I -1.743 -1.311 1.931  -0.3535
H 1.156 -0.738 -1.101  0.3194
H -0.701 -0.748 -1.453  0.2574
H 0.158 0.842 -1.444  0.2384
H -0.963 1.140 0.381  0.4562
H 1.345 -0.013 1.313  0.3823



#two
A single C2H5IO molecule. Source: the Open Molecules 2025 dataset; level of theory: the ωB97M-V functional and the def2-TZVPD basis.

Calculated values
- spin multiplicity = 1

Last column: Mulliken charge in e.
Positions of all 9 atoms, in Å:
C 0.684 -0.760 0.072  -1.0257
C -0.448 0.273 -0.423  -0.1041
O -0.341 1.579 0.132  -0.4941
I -2.506 -0.246 0.074  -0.0128
H 1.619 -0.139 -0.028  0.3141
H 0.626 -1.087 1.158  0.3007
H 0.708 -1.666 -0.540  0.3462
H -0.182 0.321 -1.484  0.3571
H -0.162 1.726 1.038  0.3188



It turns out #two is the most stable, with the second structure 17.5 kcal/mol higher.



#one
A molecular structure, C17H26N2O5S. Source: the Open Molecules 2025 dataset; level of theory: the ωB97M-V functional and the def2-TZVPD basis.

Calculated values
- spin multiplicity = 1

Last column: Mulliken charge in e.
Positions of all 51 atoms, in Å:
O -0.452 -1.529 5.002  -0.8316
S 0.392 -0.516 4.230  1.3218
O 0.958 0.648 4.892  -0.7100
N 1.679 -1.424 3.696  0.0242
C 2.718 -0.489 3.332  -1.3823
H 2.377 0.189 2.893  1.1981
C 3.668 -0.478 4.538  -0.8749
H 4.763 0.249 4.068  0.1961
O 4.266 -1.413 5.158  -0.2935
C 3.034 -2.154 5.624  -0.4053
H 3.684 -3.115 6.137  0.2204
C 2.285 -2.553 4.587  -0.4537
H 1.090 -2.907 5.003  0.3251
H 2.691 -3.370 3.795  0.2693
H 2.565 -1.410 6.372  0.3275
H 3.241 0.231 5.171  0.5862
H 3.204 -1.272 2.539  0.3559
C -0.370 -0.096 2.895  0.3912
C -0.240 1.374 2.351  -0.5861
C -0.889 1.569 1.298  0.0234
C -1.482 0.824 0.529  0.1771
C -1.424 -0.790 0.908  -1.0888
C -0.820 -1.051 1.996  -0.8749
H -0.878 -2.191 2.382  0.1684
H -1.762 -1.153 0.194  1.1924
O -2.087 1.247 -0.741  -0.0910
C -2.893 0.375 -1.474  -0.7359
C -3.145 1.147 -2.824  -0.1139
O -3.973 0.165 -3.538  -0.5721
H -3.311 -0.198 -4.161  0.3334
C -2.055 1.933 -3.507  -0.4894
N -1.315 1.079 -4.137  0.3678
C -1.183 1.189 -5.661  -0.8145
C -0.239 0.245 -5.985  -0.3459
H -0.659 -0.715 -6.343  0.2833
H 0.617 0.527 -7.001  0.2359
C 0.736 0.114 -4.801  -0.7986
H 0.604 -1.368 -4.549  0.1201
H 1.781 0.193 -4.927  0.4363
C 0.159 0.665 -3.671  -0.6250
H 0.394 1.660 -3.692  0.5121
H 0.097 0.065 -2.657  0.1688
H -0.865 2.201 -5.708  0.3588
H -2.273 1.061 -6.018  0.3266
H -1.468 2.511 -2.649  0.1969
H -2.741 2.665 -4.266  0.2187
H -4.170 1.845 -2.385  0.2866
H -3.746 -0.160 -1.103  0.4697
H -1.923 -0.332 -1.975  0.1780
H -0.836 2.643 1.079  0.2854
H 0.197 2.073 3.102  0.5317



#two
A single C17H26N2O5S molecule. Source: the Open Molecules 2025 dataset; level of theory: the ωB97M-V functional and the def2-TZVPD basis.

Calculated values
- spin multiplicity = 1

Last column: Mulliken charge in e.
Positions of all 51 atoms, in Å:
O 3.303 2.508 -2.788  -0.7265
S 2.025 2.003 -3.192  1.2645
O 1.200 2.775 -4.073  -0.7286
N 2.312 0.558 -3.962  0.0593
C 3.281 -0.351 -3.398  -0.7168
H 3.968 0.240 -2.794  0.3742
C 2.596 -1.444 -2.570  -0.1855
H 3.312 -2.217 -2.285  0.3707
O 1.597 -2.100 -3.321  -0.4340
C 0.607 -1.196 -3.766  -0.2053
H -0.107 -1.791 -4.338  0.3681
C 1.219 -0.096 -4.640  -0.7117
H 0.487 0.671 -4.891  0.3729
H 1.607 -0.541 -5.563  0.3283
H 0.098 -0.749 -2.898  0.1288
H 2.150 -1.008 -1.663  0.1101
H 3.833 -0.815 -4.223  0.3260
C 1.075 1.637 -1.716  -0.0282
C -0.303 1.631 -1.777  -0.7215
C -1.048 1.295 -0.659  -0.2508
C -0.397 0.963 0.528  0.3967
C 1.001 0.998 0.583  -0.6091
C 1.732 1.336 -0.536  -0.5691
H 2.809 1.384 -0.510  0.4922
H 1.486 0.757 1.515  0.4588
O -1.018 0.600 1.675  -0.1861
C -2.433 0.508 1.700  -1.0286
C -2.822 -0.026 3.087  -0.4152
O -2.496 0.922 4.072  -0.6182
H -1.552 1.112 3.996  0.4399
C -2.173 -1.398 3.343  -0.3560
N -3.025 -2.225 4.178  -0.1611
C -3.090 -1.780 5.564  -0.6891
C -1.881 -2.408 6.292  -0.6349
H -1.055 -1.699 6.345  0.2547
H -2.143 -2.693 7.309  0.3659
C -1.513 -3.623 5.426  -0.5115
H -0.507 -3.523 5.016  0.2453
H -1.557 -4.557 5.983  0.3730
C -2.560 -3.598 4.293  -0.8431
H -3.423 -4.209 4.572  0.3924
H -2.171 -3.964 3.343  0.3944
H -4.021 -2.168 5.985  0.3867
H -3.107 -0.695 5.621  0.3291
H -1.169 -1.238 3.768  0.1513
H -2.055 -1.914 2.387  0.4868
H -3.909 -0.139 3.131  0.5491
H -2.794 -0.173 0.921  0.5375
H -2.878 1.500 1.553  0.4443
H -2.124 1.301 -0.720  0.4419
H -0.785 1.904 -2.703  0.4881



It turns out #two is the most stable, with the second structure 454.5 kcal/mol higher.



#one
A molecular structure, C4H32BO24. Source: the Open Molecules 2025 dataset; level of theory: the ωB97M-V functional and the def2-TZVPD basis.

Calculated values
- spin multiplicity = 1
- net charge = -1

Last column: Mulliken charge in e.
Positions of all 61 atoms, in Å:
O 24.452 5.118 -7.143  -0.7544
C 25.126 5.999 -6.572  1.0501
O 24.664 6.917 -5.929  0.9986
B 25.774 7.894 -5.679  1.0818
O 26.928 7.209 -6.335  -0.6306
C 26.528 6.115 -6.817  -0.2923
O 27.219 5.464 -7.631  -0.7958
O 26.000 8.085 -4.262  -0.7816
C 25.960 9.333 -4.106  0.9651
O 26.247 9.801 -3.010  -1.0149
C 25.633 10.070 -5.306  0.5617
O 25.392 9.216 -6.226  -0.3720
O 25.330 11.282 -5.459  -0.7852
O 23.884 3.093 -8.988  -0.6068
H 23.972 3.697 -8.264  0.3830
H 23.814 2.302 -8.423  0.3357
O 23.907 13.569 -4.259  -0.6242
H 23.114 13.141 -4.614  0.2861
H 24.721 12.967 -4.267  0.3513
O 23.336 11.309 -7.229  -0.6644
H 23.206 12.230 -7.501  0.2898
H 24.102 11.322 -6.665  0.3762
O 25.061 2.452 -6.283  -0.5746
H 25.103 1.553 -6.027  0.2413
H 25.687 2.979 -5.798  0.2653
O 26.828 8.100 -1.081  -0.6552
H 26.788 8.827 -1.683  0.4258
H 26.052 8.285 -0.564  0.2820
O 21.541 4.742 -6.695  -0.7124
H 21.284 5.617 -6.582  0.3524
H 22.471 4.708 -6.802  0.3578
O 23.910 8.470 -8.639  -0.7743
H 24.506 8.826 -7.999  0.4277
H 23.271 7.944 -8.163  0.4643
O 26.885 3.859 -4.926  -0.5755
H 27.297 4.589 -4.385  0.2534
H 27.378 3.056 -4.722  0.2276
O 22.089 7.330 -7.058  -0.7864
H 22.692 7.241 -6.351  0.4184
H 21.770 8.176 -6.677  0.3452
O 24.760 6.092 -2.539  -0.6370
H 23.904 5.962 -2.070  0.3052
H 24.984 7.000 -2.691  0.2903
O 26.827 2.858 -8.396  -0.8497
H 27.135 3.793 -8.191  0.4900
H 26.070 2.729 -7.826  0.3677
O 22.156 6.557 -4.074  -0.7128
H 22.676 7.163 -3.583  0.2140
H 22.805 5.886 -4.249  0.3663
O 22.701 9.633 -5.077  -0.4924
H 22.283 10.244 -4.512  0.1695
H 22.730 10.122 -5.947  0.3296
O 23.872 11.148 -2.556  -0.4794
H 24.781 11.025 -2.511  0.2656
H 23.625 11.232 -1.632  0.2278
O 26.119 4.553 -10.491  -0.6137
H 26.723 5.110 -10.023  0.2680
H 26.418 3.667 -10.204  0.3747
O 23.654 4.197 -4.536  -0.7146
H 24.215 4.526 -3.809  0.4569
H 24.381 4.047 -5.155  0.0342



#two
17 unconnected molecules or ions with the total composition C4H32BO24. Source: the Open Molecules 2025 dataset; level of theory: the ωB97M-V functional and the def2-TZVPD basis.

Calculated values
- spin multiplicity = 1
- net charge = -1

Last column: Mulliken charge in e.
Positions of all 61 atoms, in Å:
O 3.149 0.783 2.766  -0.7985
C 2.384 0.357 1.973  0.5293
O 1.159 0.585 2.026  -0.6197
B 0.502 -0.389 1.150  1.0282
O 1.557 -1.229 0.669  0.0935
C 2.640 -0.750 1.155  0.9218
O 3.732 -1.132 0.770  -0.8274
O -0.261 0.241 0.041  0.3120
C -1.391 -0.172 0.122  0.8576
O -2.281 0.234 -0.629  -0.5151
C -1.587 -1.032 1.260  0.2667
O -0.533 -1.140 1.879  -0.6435
O -2.600 -1.632 1.597  -0.8754
O -4.778 0.143 1.815  -0.7775
H -4.522 1.011 2.151  0.2866
H -3.983 -0.396 1.931  0.3084
O -1.778 2.580 2.029  -0.5443
H -2.759 2.652 2.028  0.2658
H -1.647 2.586 1.127  0.1699
O 1.380 3.168 3.065  -0.7567
H 0.725 2.549 3.419  0.3459
H 2.149 2.569 2.995  0.3498
O 2.424 -0.979 -2.321  -0.7295
H 1.468 -1.167 -2.490  0.3824
H 2.507 -0.288 -1.635  0.1739
O 2.241 1.262 -0.963  -0.5584
H 1.303 1.278 -1.182  0.1635
H 2.253 2.074 -0.501  0.3714
O -1.398 -2.954 -1.183  -0.5258
H -2.323 -2.862 -1.060  0.2920
H -1.293 -3.870 -1.434  0.3023
O -5.071 -0.499 -0.852  -0.7416
H -4.911 -0.145 0.015  0.4374
H -6.027 -0.734 -0.746  0.3476
O 5.370 -3.163 -0.196  -0.6565
H 4.972 -4.012 -0.359  0.2877
H 4.783 -2.611 0.314  0.3858
O 1.586 -3.733 -0.707  -0.7046
H 0.699 -3.738 -0.325  0.2886
H 1.913 -2.868 -0.562  0.4356
O 5.039 0.298 -1.186  -0.7001
H 4.719 -0.070 -0.405  0.3110
H 4.336 0.812 -1.569  0.3556
O -0.433 1.876 -2.476  -0.5773
H 0.073 2.688 -2.533  0.3141
H -0.999 1.888 -1.723  0.0957
O -3.996 -2.760 -0.669  -0.8060
H -4.385 -1.903 -0.772  0.4929
H -4.167 -2.795 0.268  0.2726
O 5.679 0.903 1.508  -0.5840
H 6.291 1.524 1.914  0.2290
H 4.864 0.893 2.028  0.3894
O -2.593 -0.206 -3.365  -0.6699
H -3.028 -1.013 -3.559  0.3061
H -2.499 -0.310 -2.407  0.2675
O 0.759 3.517 0.238  -0.6838
H 0.728 3.238 1.111  0.3970
H -0.040 3.259 -0.217  0.2989
O -4.295 2.087 -1.974  -0.6758
H -3.541 2.371 -1.507  0.2868
H -4.265 1.130 -1.857  0.3511



It turns out #two is the most stable, with the second structure 10.5 kcal/mol higher.



#one
A single C7H10N2 molecule. Source: the Open Molecules 2025 dataset; level of theory: the ωB97M-V functional and the def2-TZVPD basis.

Calculated values
- spin multiplicity = 1

Last column: Mulliken charge in e.
Positions of all 19 atoms, in Å:
C -0.090 1.049 -0.031  0.4068
C 1.572 -0.274 -0.003  0.6813
C -0.387 -1.271 0.102  0.5408
C -0.031 2.349 -0.061  -0.7937
C -1.124 -2.368 -0.189  -0.9620
C 2.955 0.083 -0.054  -0.9613
C -2.336 0.319 0.088  -1.1666
N 0.999 -1.366 0.077  -0.5807
N -0.913 0.025 0.028  0.0165
H -0.932 3.033 0.205  0.2452
H 0.997 2.842 0.153  0.1824
H -2.270 -2.463 -0.231  0.1592
H -0.604 -3.243 -0.208  0.3775
H 3.222 1.143 0.196  0.2577
H 3.427 -0.259 -1.026  0.2493
H 3.593 -0.480 0.710  0.2840
H -2.688 0.524 -0.952  0.3388
H -3.022 -0.579 0.223  0.2847
H -2.368 0.938 0.974  0.4401



#two
A single C7H10N2 molecule. Source: the Open Molecules 2025 dataset; level of theory: the ωB97M-V functional and the def2-TZVPD basis.

Calculated values
- spin multiplicity = 1

Last column: Mulliken charge in e.
Positions of all 19 atoms, in Å:
C -1.903 -0.795 1.293  -0.8553
C -0.748 -0.323 0.912  -0.1725
C -0.264 1.069 0.317  -0.1535
C -0.182 0.223 -1.841  -0.8622
C 0.870 -0.497 -1.013  -0.2630
C 1.154 0.612 0.080  -0.3642
C 0.497 -1.130 0.416  -0.2400
H -1.960 -1.879 1.452  0.2733
H -2.656 -0.024 1.510  0.2747
H -0.425 1.886 1.021  0.4469
H -1.890 1.279 -1.091  0.2988
H -0.892 -0.539 -2.211  0.3119
H 0.284 0.612 -2.685  0.4508
H 1.706 -0.944 -1.547  0.4325
H 1.898 1.388 -0.216  0.4361
H 2.488 -0.714 1.010  0.3169
H 0.482 -2.145 0.408  0.7561
N -0.889 1.246 -0.976  -0.4476
N 1.520 -0.371 1.172  -0.6397



#three
A single C7H10N2 molecule. Source: the Open Molecules 2025 dataset; level of theory: the ωB97M-V functional and the def2-TZVPD basis.

Calculated values
- spin multiplicity = 1

Last column: Mulliken charge in e.
Positions of all 19 atoms, in Å:
C 1.367 1.458 0.589  -0.6344
C 1.548 1.492 -0.898  -0.4928
C -2.366 -0.526 -0.819  -0.7013
C -2.298 -0.200 0.643  -0.6721
C 1.638 -1.052 0.256  -0.6482
C 1.029 0.253 -0.179  0.5333
C -1.094 -0.751 -0.103  0.7953
N 0.703 -2.167 0.270  -0.5002
N -0.504 -1.992 0.112  -0.1038
H 2.222 1.536 1.312  0.2546
H 0.487 2.013 0.973  0.1717
H 0.801 1.995 -1.532  0.1898
H 2.502 1.341 -1.526  0.1998
H -3.043 -1.359 -1.167  0.2415
H -2.328 0.262 -1.431  0.2476
H -2.215 0.895 0.940  0.1598
H -2.730 -0.760 1.450  0.2902
H 2.423 -1.438 -0.271  0.3885
H 1.857 -0.999 1.379  0.2808



#four
A single C7H10N2 molecule. Source: the Open Molecules 2025 dataset; level of theory: the ωB97M-V functional and the def2-TZVPD basis.

Calculated values
- spin multiplicity = 1

Last column: Mulliken charge in e.
Positions of all 19 atoms, in Å:
C 2.847 -0.577 -0.441  -0.3454
C 0.784 -0.526 -0.134  0.3257
C 1.274 0.727 0.203  -0.6356
C -0.715 -0.520 -0.076  0.6561
C -1.156 0.708 0.488  -0.0191
C -1.117 -1.944 0.492  -1.5016
C -1.681 1.937 -0.243  -1.1619
N 1.763 -1.354 -0.492  -0.6507
N 2.636 0.688 -0.010  0.0489
H 3.827 -0.940 -0.703  0.4650
H -1.140 -0.495 -1.186  0.1245
H -1.279 0.591 1.605  0.3324
H -0.832 -2.706 -0.140  0.3900
H -2.225 -1.780 0.415  0.3713
H -0.784 -2.058 1.482  0.3978
H -2.754 2.011 -0.202  0.4090
H -1.384 1.859 -1.323  0.3212
H -1.295 2.913 0.198  0.2997
H 3.232 1.468 0.066  0.1726



It turns out #two is the most stable, with the second structure 27.4 kcal/mol higher.